[1]
ORCA calculation (ωB97M-V with the def2-TZVPD basis set) on a structure of composition C17H17N4O2PdS.

Net charge: +3
Energy relative to the best compared isomer or geometry (same formula, charge and spin) in kJ/mol: 0.0
DFT total energy in eV: -42247.3451
Maximum force in eV/A: 0.496

Cartesian coordinates (Å):
Pd -0.4405 -0.9515 -0.8989
C 0.3698 -0.0982 3.4903
C 0.1893 0.4173 2.1012
O -0.0167 -0.3499 1.1789
C 0.2875 1.9211 1.8802
C 0.6376 2.7470 2.8892
C 0.7321 4.1715 2.6894
C 0.4652 4.8222 1.4741
C 0.1053 4.0470 0.4204
C 0.0106 2.5532 0.5461
O -0.2652 1.9158 -0.4394
H 0.2315 -1.1752 3.4882
H -0.3435 0.3613 4.1782
H 1.3763 0.1262 3.8541
H 0.8621 2.3757 3.8799
H 1.0287 4.7730 3.5449
H 0.5504 5.8985 1.3997
H -0.1213 4.4447 -0.5635
N 1.5146 -3.3373 -0.3714
C 2.2017 -2.2917 -0.8753
C 3.6004 -2.3623 -1.0374
C 4.2800 -1.2958 -1.5535
C 3.5820 -0.1332 -1.9240
C 2.2341 -0.1120 -1.7417
N 1.5486 -1.1627 -1.2117
H 1.9987 -4.2001 -0.1883
H 0.5109 -3.3702 -0.3899
H 4.1101 -3.2748 -0.7598
H 5.3518 -1.3548 -1.6885
H 4.0859 0.7142 -2.3639
H 1.6285 0.7344 -2.0372
S -0.9930 -1.8156 -2.9267
C -2.5529 -1.6359 -2.2695
N -3.7236 -1.9516 -2.8533
C -4.9075 -1.7758 -2.2188
C -4.9187 -1.2608 -0.9523
C -3.6870 -0.9395 -0.3770
N -2.5427 -1.1229 -1.0194
H -3.7101 -2.3394 -3.7935
H -5.7960 -2.0630 -2.7660
H -5.8459 -1.1136 -0.4197
H -3.6289 -0.5356 0.6258

Forces on atoms 1 to 3 (eV/Å):
Pd 0.35 -0.34 0.10
C 0.00 0.00 -0.01
C 0.09 -0.15 0.02


[2]
ORCA calculation (ωB97M-V with the def2-TZVPD basis set) on a cluster of 7 separate species, C56H38O16 in total at a distorted geometry.

Structure (SMILES): C#CCc1cc2c(cc1CCOC=O)C(=O)c1ccccc1C2=O.O=C1C=CC(=O)C=C1.O=C1C=CC(=O)C=C1.O=C1C=CC(=O)C=C1.O=C1C=CC(=O)C=C1.O=C1C=CC(=O)C=C1.O=C1C=CC(=O)C=C1
DFT total energy in eV: -91416.2839
Maximum force in eV/A: 10.116

Cartesian coordinates (Å):
C -4.9158 4.8075 8.3077
C -4.0163 5.4881 7.4327
C -2.9381 5.8739 6.2136
C -2.3374 4.5271 5.4909
C -3.3687 3.2188 5.3936
C -2.9157 1.7868 4.7013
C -1.4183 1.6122 4.0287
C -0.4042 2.9134 4.1342
C -0.8219 4.3557 4.8700
C 0.2692 5.6067 4.9766
C 1.7965 5.0889 5.3857
O 1.8054 3.9071 6.2619
C 2.0384 4.2547 7.6722
O 1.9289 3.2644 8.5898
C -0.9155 0.2294 3.2833
O 0.1877 0.2168 2.4907
C -1.8189 -1.1404 3.5807
C -1.1821 -2.6193 3.1509
C -2.1179 -3.9280 3.5154
C -3.6022 -3.7495 4.2514
C -4.2222 -2.2706 4.6430
C -3.2961 -0.9599 4.2828
C -3.9617 0.5226 4.6760
O -5.2614 0.6499 4.9902
H -5.5706 4.0119 8.9107
H -3.5716 6.4456 5.3792
H -2.1213 6.6076 6.6234
H -4.4778 3.2533 5.8270
H 0.6903 2.8717 3.6915
H -0.0858 6.2920 5.8567
H 0.2477 6.2604 3.9984
H 2.4618 5.9609 5.8472
H 2.2871 4.7388 4.3554
H 2.3412 5.3102 8.0899
H -0.1332 -2.7422 2.6465
H -1.7608 -5.0199 3.2620
H -4.2821 -4.6857 4.5351
H -5.2579 -2.1162 5.1717
O 1.6444 -3.3894 1.0956
C 1.4111 -2.8631 0.0162
C 1.6156 -3.5905 -1.2520
C 1.3625 -3.0139 -2.4309
C 0.8663 -1.6260 -2.5158
O 0.6330 -1.0996 -3.5952
C 0.6618 -0.8985 -1.2477
C 0.9149 -1.4751 -0.0688
H 1.9792 -4.6080 -1.1729
H 1.5078 -3.5331 -3.3703
H 0.2981 0.1190 -1.3267
H 0.7696 -0.9559 0.8707
O 1.5068 3.8086 1.6581
C 2.0639 3.5364 0.6036
C 1.8234 4.3294 -0.6180
C 2.4309 4.0298 -1.7702
C 3.3695 2.8946 -1.8706
O 3.9267 2.6224 -2.9251
C 3.6101 2.1016 -0.6490
C 3.0025 2.4011 0.5032
H 1.1329 5.1594 -0.5279
H 2.2651 4.6008 -2.6756
H 4.3006 1.2716 -0.7391
H 3.1684 1.8302 1.4086
O -0.2644 -0.1586 -9.6871
C 0.5192 -0.6309 -8.8750
C 1.6031 -1.5411 -9.2946
C 2.4573 -2.0582 -8.4063
C 2.3552 -1.7406 -6.9681
O 3.1388 -2.2129 -6.1560
C 1.2714 -0.8304 -6.5485
C 0.4171 -0.3133 -7.4367
H 1.6652 -1.7638 -10.3531
H 3.2574 -2.7280 -8.6973
H 1.2092 -0.6077 -5.4900
H -0.3830 0.3565 -7.1458
O 3.3373 2.0728 3.4835
C 4.1209 1.6006 4.2956
C 5.2047 0.6904 3.8760
C 6.0590 0.1732 4.7642
C 5.9568 0.4908 6.2025
O 6.7404 0.0186 7.0145
C 4.8730 1.4010 6.6221
C 4.0187 1.9182 5.7338
H 5.2669 0.4677 2.8175
H 6.8590 -0.4965 4.4733
H 4.8108 1.6237 7.6806
H 3.2187 2.5879 6.0248
O 3.2998 -2.4987 -11.9991
C 2.9506 -2.6479 -13.1619
C 2.4957 -1.5055 -13.9788
C 2.1122 -1.6698 -15.2485
C 2.1285 -2.9998 -15.8893
O 1.7792 -3.1490 -17.0522
C 2.5834 -4.1422 -15.0725
C 2.9668 -3.9779 -13.8027
H 2.4902 -0.5363 -13.4946
H 1.7752 -0.8427 -15.8613
H 2.5889 -5.1114 -15.5566
H 3.3039 -4.8050 -13.1899
O -9.5124 -3.7170 0.9394
C -8.7289 -4.1892 1.7515
C -7.6450 -5.0994 1.3319
C -6.7908 -5.6166 2.2201
C -6.8929 -5.2990 3.6584
O -6.1093 -5.7712 4.4705
C -7.9767 -4.3888 4.0780
C -8.8310 -3.8716 3.1897
H -7.5829 -5.3221 0.2734
H -5.9907 -6.2863 1.9292
H -8.0389 -4.1661 5.1365
H -9.6311 -3.2019 3.4807

Forces on atoms 1 to 3 (eV/Å):
C 6.59 3.83 -6.65
C -5.62 -5.75 5.20
C -1.28 -0.25 0.05


[3]
ORCA calculation (ωB97M-V with the def2-TZVPD basis set) on a cluster of 2 separate species, C3H8N2O in total at a distorted geometry.

Energy relative to the best compared isomer or geometry (same formula, charge and spin) in kJ/mol: 741.9
DFT total energy in eV: -8261.6365
Maximum force in eV/A: 1.250

Cartesian coordinates (Å):
O -1.6814 0.6701 -0.2620
C -1.0448 -0.2545 0.2437
N 0.3469 -0.2555 0.0220
C 1.2380 0.8088 -0.2124
N 2.5425 0.3971 0.0378
C -1.4649 -1.2845 1.0919
H 0.8025 -1.1347 -0.1893
H 1.0268 1.2883 -1.1938
H 0.9569 1.7101 0.3921
H -0.4305 -0.5775 -2.8919
H 3.0195 0.5677 -0.8352
H -0.8747 -0.2179 -3.3394
H -0.7837 -2.0930 1.3073
H -2.5024 -1.3066 1.3947

Forces on atoms 1 to 3 (eV/Å):
O -0.22 0.14 0.40
C 0.23 0.92 0.24
N 0.47 -1.09 -0.25


[4]
ORCA calculation (ωB97M-V with the def2-TZVPD basis set) on a structure of composition C9H15F9NNiO9S3 at a distorted geometry.

<S²>: 2.00
Net charge: -1
Spin multiplicity: 3
DFT total energy in eV: -127503.9796
Maximum force in eV/A: 5.594

Cartesian coordinates (Å):
Ni -14.2211 -7.9093 0.9511
C -15.3800 -11.3057 -0.3484
F -14.6840 -12.2078 -1.1587
F -16.0214 -10.5154 -1.1804
F -16.3454 -12.0388 0.2789
S -14.2489 -10.5437 0.9880
O -13.2697 -9.7658 0.2196
O -15.1891 -9.7237 1.6988
O -13.7987 -11.8210 1.4928
C -18.1139 -7.2309 1.3196
F -18.4473 -6.1451 2.0136
F -18.0789 -8.2468 2.2068
F -19.1131 -7.6500 0.5121
S -16.6238 -6.7402 0.3274
O -17.1697 -5.5888 -0.3119
O -15.6386 -6.5065 1.4030
O -16.2812 -7.8458 -0.5684
C -13.5601 -7.3975 5.2725
F -12.8650 -7.1470 6.4016
F -14.0948 -8.6054 5.5324
F -14.6091 -6.5878 5.1674
S -12.4853 -7.3779 3.7688
O -11.6835 -8.5727 4.0296
O -13.4932 -7.4895 2.7152
O -11.8712 -6.0760 3.8750
C -12.9692 -5.4474 -2.2635
C -13.6984 -6.3338 -1.2874
N -12.9628 -6.6897 -0.0518
C -12.6268 -5.4390 0.7050
C -13.7920 -4.5618 1.1524
C -11.6746 -7.3869 -0.3495
C -10.9436 -7.8398 0.9341
H -12.2885 -5.9957 -2.9479
H -12.4220 -4.6474 -1.7912
H -13.6852 -4.9211 -2.9006
H -14.5025 -5.7269 -0.9525
H -14.0668 -7.2229 -1.7273
H -12.0880 -5.7707 1.5879
H -11.9612 -4.7997 0.0822
H -14.3395 -4.9527 2.0575
H -13.4206 -3.5584 1.3890
H -14.5833 -4.3022 0.4856
H -11.0091 -6.6475 -0.8981
H -11.8601 -8.2145 -1.0096
H -11.4491 -8.4892 1.6425
H -10.5602 -6.9924 1.4791
H -10.0971 -8.4571 0.6559

Forces on atoms 1 to 3 (eV/Å):
Ni -0.01 -0.26 0.06
C -0.01 -1.73 -0.41
F -0.41 1.10 1.15


[5]
ORCA calculation (ωB97M-V with the def2-TZVPD basis set) on a cluster of 2 separate species, C5H8O2 in total.

Energy relative to the best compared isomer or geometry (same formula, charge and spin) in kJ/mol: 465.6
DFT total energy in eV: -9405.0068
Maximum force in eV/A: 0.574

Cartesian coordinates (Å):
C 1.4409 -0.6371 1.5874
C 0.3834 0.3779 1.3305
C 0.0553 0.9452 -1.0336
C -0.8335 -0.1052 -0.9038
O -0.7989 -0.9343 0.0525
C -1.9112 -0.3350 -1.9363
O -2.4098 0.5458 -2.5967
H 1.0301 -1.6369 1.7240
H 1.9823 -0.3318 2.4964
H 2.1787 -0.6624 0.7792
H 0.7259 1.3984 1.2242
H -0.5688 0.2800 1.8345
H -0.1396 1.7634 -1.7219
H 1.0968 0.7253 -0.8202
H -2.2317 -1.3935 -2.0161

Forces on atoms 1 to 3 (eV/Å):
C -0.08 -0.04 -0.10
C 0.17 0.09 0.24
C 0.01 -0.09 -0.04


[6]
ORCA calculation (ωB97M-V with the def2-TZVPD basis set) on a cluster of 2 separate species, C3H6N2O2 in total at a distorted geometry.

Energy relative to the best compared isomer or geometry (same formula, charge and spin) in kJ/mol: 843.8
DFT total energy in eV: -10276.0525
Maximum force in eV/A: 2.593

Cartesian coordinates (Å):
C -0.4777 1.9263 1.0126
C -0.5998 0.4788 1.1866
C 0.5340 -1.5126 -1.2713
N -1.8229 -1.6384 -0.9722
N -0.7393 -1.1152 -0.6667
O -2.9390 -1.4602 -0.5502
O 0.6319 1.0271 1.0443
H -0.6992 2.5819 0.1153
H -0.3738 2.4255 1.9819
H -0.7393 -0.2202 1.9407
H 0.9116 -2.4976 -0.9598
H 0.4906 -1.6566 -2.4345
H 1.3021 -0.7360 -0.9852

Forces on atoms 1 to 3 (eV/Å):
C -0.27 0.93 1.14
C 0.71 0.82 -2.36
C 0.65 -0.11 -1.92


[7]
ORCA calculation (ωB97M-V with the def2-TZVPD basis set) on a structure of composition C38H37AuN2OP2S3 at a distorted geometry.

Net charge: +2
Energy relative to the best compared isomer or geometry (same formula, charge and spin) in kJ/mol: 63.8
DFT total energy in eV: -99798.7667
Maximum force in eV/A: 1.929

Cartesian coordinates (Å):
Au -0.5741 0.1590 0.2754
S -2.3068 -1.3581 -1.0068
P -1.6178 -2.9208 0.0961
S -0.2243 -2.1983 1.3605
C -0.8800 -4.1844 -0.9966
C 0.2496 -4.8855 -0.5940
C 0.7032 -5.9342 -1.3752
C 0.0294 -6.2802 -2.5355
C -1.0912 -5.5698 -2.9343
C -1.5463 -4.5100 -2.1718
C -2.9681 -3.7780 0.9662
C -4.0310 -4.2256 0.1898
C -5.0273 -4.9808 0.7778
C -4.9611 -5.2773 2.1308
C -3.9137 -4.8025 2.9028
C -2.9031 -4.0508 2.3258
H 0.7669 -4.6206 0.3173
H 1.5729 -6.4909 -1.0610
H 0.3815 -7.1044 -3.1348
H -1.6178 -5.8456 -3.8344
H -2.4002 -3.9339 -2.4965
H -4.0850 -3.9807 -0.8614
H -5.8511 -5.3381 0.1798
H -5.7318 -5.8839 2.5809
H -3.8757 -5.0206 3.9596
H -2.0826 -3.6871 2.9271
N 2.2500 1.8841 2.4565
C 1.4611 0.8490 2.7060
S -0.2431 1.0702 2.6889
N 1.9390 -0.3466 3.0018
C 3.3038 -0.7101 3.0642
C 4.2195 0.0756 3.7612
C 5.5484 -0.3094 3.8114
C 5.9658 -1.4644 3.1656
C 5.0435 -2.2573 2.4956
C 3.7122 -1.8870 2.4430
H 1.8418 2.7862 2.2412
H 3.2503 1.7593 2.3940
H 1.2642 -1.1016 3.0646
H 3.8819 0.9433 4.3102
H 6.2535 0.2911 4.3652
H 7.0044 -1.7549 3.1970
H 5.3634 -3.1699 2.0176
H 2.9832 -2.4958 1.9278
C 2.7429 0.3970 -0.8689
O 1.8717 -0.3986 -0.0791
H 3.7723 0.0528 -0.7628
H 2.6473 1.4158 -0.4940
H 2.4634 0.3702 -1.9234
H 1.9646 -1.3226 -0.3462
C -4.5875 4.7735 -0.6415
C -3.3592 5.4161 -0.5776
C -2.1930 4.6803 -0.5310
C -2.2519 3.2838 -0.5619
C -3.4865 2.6369 -0.5964
C -4.6492 3.3861 -0.6324
P -0.7243 2.3245 -0.7270
C -0.4590 2.2112 -2.5146
C -0.5664 3.3839 -3.2616
C -0.3941 3.3392 -4.6314
C -0.1312 2.1326 -5.2640
C -0.0250 0.9667 -4.5198
C -0.1835 1.0016 -3.1434
C 0.5224 3.4714 -0.0836
C 1.6382 3.8708 -0.8142
C 2.4959 4.8220 -0.2850
C 2.2625 5.3578 0.9706
C 1.1669 4.9395 1.7156
C 0.2980 3.9959 1.1940
H -5.4930 5.3580 -0.6875
H -3.3033 6.4938 -0.5742
H -1.2426 5.1902 -0.4838
H -3.5246 1.5543 -0.5853
H -5.6081 2.8908 -0.6596
H -0.7929 4.3167 -2.7640
H -0.4712 4.2479 -5.2068
H -0.0159 2.0994 -6.3372
H 0.1770 0.0283 -5.0144
H -0.1205 0.0904 -2.5603
H 1.8137 3.4635 -1.8002
H 3.3416 5.1588 -0.8614
H 2.9307 6.1069 1.3645
H 0.9884 5.3501 2.6973
H -0.5753 3.6832 1.7550

Forces on atoms 1 to 3 (eV/Å):
Au -1.03 -1.04 1.26
S 0.94 1.23 0.33
P -0.32 -1.32 -0.24


[8]
ORCA calculation (ωB97M-V with the def2-TZVPD basis set) on the molecule C3H3BrO at a distorted geometry.

Energy relative to the best compared isomer or geometry (same formula, charge and spin) in kJ/mol: 70.0
Structure (SMILES): O=C=CCBr
DFT total energy in eV: -75247.8048
Maximum force in eV/A: 3.267

Cartesian coordinates (Å):
O 2.6558 1.3166 0.0992
C 1.6386 0.7707 -0.0111
C 0.4336 0.2341 -0.2240
C -0.8386 -0.6575 0.3213
Br -2.4963 0.2616 -0.0600
H 0.1982 0.4997 -1.2615
H -0.7659 -0.8429 1.3875
H -0.8253 -1.5822 -0.2514

Forces on atoms 1 to 3 (eV/Å):
O -0.05 -0.22 -0.06
C -1.94 -0.88 0.81
C -0.98 -0.37 -0.64